1.
{
  "formula": "C6H6",
  "method": "ωB97M-V with the def2-TZVPD basis set",
  "species": ["C", "C", "C", "C", "C", "C", "H", "H", "H", "H", "H", "H"],
  "coordinates": [[-1.140, -0.944, -0.614], [-0.340, -0.128, 0.348], [1.017, -0.506, 0.329], [2.046, -1.061, 0.128], [0.022, 1.362, 0.342], [0.092, 2.587, 0.362], [-0.597, -0.943, -1.547], [-1.320, -1.979, -0.307], [-2.129, -0.542, -0.783], [-0.878, -0.199, 1.280], [3.080, -1.267, 0.092], [0.147, 3.620, 0.369]],
  "atomic_forces_ev_per_a": [[-0.7, 0.4, -1.6], [0.2, 2.5, 1.5], [0.0, -2.3, 0.6], [1.9, -0.1, 0.1], [-2.5, 2.4, -1.2], [-0.1, -4.0, -0.1], [-0.1, -0.3, -0.5], [0.6, 0.3, 0.4], [-0.2, 0.4, -0.1], [0.4, -0.4, 0.9], [0.3, -0.3, -0.2], [0.3, 1.2, 0.1]],
  "total_charge": 0,
  "homo_energy_ha": -0.348,
  "relative_energy_kj_mol": 482.3,
  "e_tot_ha": -232.0426,
  "largest_force_ev_per_a": 3.97,
  "homo_lumo_gap_ha": 0.38498,
  "smiles": "C#CC(C)C#C"
}

=====

2.
{
  "formula": "C2F14KN4O22S10",
  "method": "ωB97M-V with the def2-TZVPD basis set",
  "species": ["K", "N", "S", "O", "O", "F", "S", "O", "O", "F", "N", "S", "O", "O", "F", "S", "O", "O", "F", "N", "S", "O", "O", "F", "S", "O", "O", "F", "N", "S", "O", "O", "F", "S", "O", "O", "F", "C", "F", "F", "F", "S", "O", "O", "O", "C", "F", "F", "F", "S", "O", "O", "O"],
  "coordinates": [[0.424, 0.486, -1.307], [3.146, -4.069, -1.533], [3.266, -2.535, -1.950], [2.001, -1.871, -2.069], [4.345, -2.166, -2.808], [3.707, -1.976, -0.534], [2.043, -4.646, -2.572], [2.133, -4.187, -3.932], [0.746, -4.797, -2.031], [2.605, -6.160, -2.687], [4.107, 1.186, 2.513], [3.493, 1.518, 1.032], [3.465, 2.862, 0.571], [2.506, 0.592, 0.575], [4.784, 0.907, 0.253], [2.950, 1.752, 3.447], [1.899, 0.840, 3.688], [2.738, 3.156, 3.370], [3.759, 1.718, 4.887], [0.455, -3.753, 2.250], [0.368, -2.140, 1.857], [-0.230, -1.377, 2.882], [0.226, -1.758, 0.493], [1.936, -1.978, 2.073], [-0.953, -4.313, 1.875], [-1.313, -4.309, 0.503], [-1.998, -4.144, 2.846], [-0.600, -5.917, 2.131], [-4.702, -0.476, -0.864], [-3.287, -0.564, 0.005], [-2.189, -0.212, -0.828], [-3.114, -1.609, 0.946], [-3.598, 0.698, 0.892], [-4.935, -2.012, -1.207], [-5.827, -2.715, -0.333], [-3.855, -2.708, -1.830], [-5.872, -1.768, -2.545], [-0.938, 5.150, -3.630], [-1.894, 5.507, -2.762], [-1.484, 5.330, -4.863], [0.083, 6.013, -3.504], [-0.488, 3.341, -3.402], [-1.774, 2.744, -3.169], [0.095, 3.017, -4.693], [0.388, 3.259, -2.263], [-1.309, 2.625, 3.038], [-0.343, 2.629, 3.963], [-1.622, 1.348, 2.779], [-2.419, 3.221, 3.546], [-0.802, 3.442, 1.442], [-0.247, 4.711, 1.893], [0.176, 2.552, 0.842], [-2.055, 3.556, 0.724]],
  "atomic_forces_ev_per_a": [[-0.2, 0.1, 0.6], [-0.7, -0.2, -2.0], [-0.4, 2.1, 2.7], [0.1, -0.2, -1.1], [0.3, -0.4, -0.5], [0.7, -0.5, -0.2], [0.0, -0.6, 0.1], [0.5, 0.0, 0.1], [-0.2, -0.3, 0.3], [0.2, 0.0, 0.2], [-1.4, 1.2, -1.1], [1.9, -2.2, -2.1], [0.1, 0.3, 0.6], [-0.5, 0.5, 0.6], [0.3, 0.4, 0.3], [0.8, 0.3, 2.7], [-0.6, -0.2, -0.1], [-0.5, 0.3, -0.4], [0.4, -0.5, -0.3], [-1.0, 1.7, -1.0], [3.2, -0.3, 0.3], [-0.7, 0.3, 0.5], [-0.6, -0.5, 0.0], [-0.1, 0.2, 0.2], [-1.1, -2.7, 0.4], [-0.1, 0.2, -0.4], [0.1, 0.3, 0.2], [0.3, 0.3, 0.0], [1.3, -2.0, 1.2], [0.1, 2.2, -0.3], [0.1, 0.2, 0.0], [-0.6, -0.6, 0.1], [0.1, 0.1, -0.2], [-1.2, 0.3, -2.1], [-0.1, -0.1, 0.1], [0.2, -0.3, 0.6], [-0.4, 0.2, 0.5], [-0.5, -0.8, 0.3], [0.2, 0.3, 0.1], [0.2, 0.3, -0.1], [0.0, 0.1, -0.1], [-0.2, -0.7, 0.0], [-0.6, 0.1, -0.3], [0.3, 0.4, -0.1], [0.5, 0.5, -0.3], [0.3, -0.7, -1.2], [-0.4, 0.3, 0.2], [-0.1, 0.3, 0.4], [0.2, 0.0, 0.4], [0.6, 0.5, -0.7], [-0.2, 0.0, 0.3], [-0.5, -0.1, 0.5], [-0.1, -0.1, 0.3]],
  "total_charge": -5,
  "homo_energy_ha": 0.087,
  "e_tot_ha": -7930.3338,
  "largest_force_ev_per_a": 3.63,
  "homo_lumo_gap_ha": 0.24385
}

=====

3.
{
  "formula": "C39H45N7O2PSbTl",
  "method": "ωB97M-V with the def2-TZVPD basis set",
  "species": ["Tl", "C", "C", "C", "C", "C", "C", "N", "Sb", "C", "C", "C", "C", "C", "C", "N", "C", "C", "C", "C", "C", "C", "N", "H", "H", "H", "H", "H", "H", "H", "H", "H", "H", "H", "H", "H", "H", "H", "H", "H", "H", "C", "C", "C", "C", "C", "C", "N", "C", "C", "C", "C", "C", "C", "C", "O", "O", "C", "C", "H", "H", "H", "H", "H", "H", "H", "H", "H", "H", "H", "H", "H", "H", "C", "N", "C", "N", "C", "N", "C", "P", "C", "C", "H", "H", "H", "H", "H", "H", "H", "H", "H", "H", "H", "H", "H"],
  "coordinates": [[-0.771, 1.356, -0.592], [2.403, -0.289, -1.380], [2.095, 0.456, -2.651], [2.989, 0.382, -3.715], [2.719, 1.069, -4.878], [1.556, 1.825, -4.945], [0.708, 1.869, -3.846], [0.973, 1.186, -2.711], [-0.977, 3.185, -4.135], [-0.764, 4.461, -2.410], [-0.675, 5.810, -2.714], [-0.574, 6.727, -1.675], [-0.592, 6.265, -0.379], [-0.695, 4.897, -0.137], [-0.745, 4.405, 1.284], [-0.762, 4.009, -1.136], [-2.639, 1.963, -3.490], [-3.520, 1.544, -4.478], [-4.706, 0.931, -4.098], [-4.990, 0.796, -2.753], [-4.068, 1.244, -1.811], [-4.373, 1.166, -0.342], [-2.901, 1.791, -2.181], [2.762, -1.295, -1.604], [1.538, -0.350, -0.723], [3.206, 0.213, -0.834], [3.890, -0.211, -3.618], [3.400, 1.026, -5.719], [1.310, 2.377, -5.843], [-0.687, 6.142, -3.744], [-0.491, 7.786, -1.882], [-0.530, 6.954, 0.453], [-1.638, 4.784, 1.784], [0.116, 4.766, 1.849], [-0.766, 3.317, 1.337], [-3.290, 1.706, -5.524], [-5.414, 0.592, -4.844], [-5.929, 0.367, -2.428], [-5.017, 0.318, -0.110], [-4.902, 2.069, -0.028], [-3.462, 1.103, 0.254], [2.445, -4.234, 4.251], [2.006, -3.033, 5.044], [1.170, -3.220, 6.159], [0.797, -2.163, 7.006], [1.229, -0.908, 6.720], [2.015, -0.674, 5.546], [2.342, 0.615, 5.331], [2.700, 1.320, 4.152], [3.707, 2.268, 4.292], [4.096, 3.050, 3.219], [3.446, 2.924, 1.997], [2.428, 2.001, 1.854], [2.045, 1.177, 2.914], [0.875, 0.298, 2.609], [-0.008, 0.277, 3.570], [0.693, -0.252, 1.543], [2.457, -1.764, 4.719], [3.470, -1.595, 3.620], [1.876, -5.115, 4.538], [3.499, -4.455, 4.433], [2.328, -4.068, 3.180], [0.832, -4.222, 6.393], [0.173, -2.349, 7.869], [0.942, -0.066, 7.339], [2.301, 1.202, 6.156], [4.218, 2.357, 5.244], [4.902, 3.761, 3.338], [3.715, 3.566, 1.169], [1.883, 1.934, 0.922], [4.042, -0.677, 3.714], [2.997, -1.593, 2.634], [4.175, -2.424, 3.646], [-0.512, -4.617, -1.667], [-1.722, -4.159, -0.833], [-2.997, -4.512, -1.629], [-2.953, -3.929, -2.916], [-1.780, -4.383, -3.660], [-0.544, -4.034, -2.957], [-0.296, -2.589, -2.944], [-1.635, -1.622, -2.079], [-1.658, -2.686, -0.543], [-3.081, -2.470, -2.899], [-0.574, -5.703, -1.727], [0.385, -4.326, -1.121], [-1.737, -4.678, 0.045], [-3.847, -4.152, -1.052], [-3.026, -5.600, -1.693], [-1.775, -3.918, -4.643], [-1.829, -5.465, -3.785], [-0.212, -2.231, -3.971], [0.659, -2.389, -2.454], [-2.523, -2.422, 0.066], [-0.762, -2.477, 0.046], [-3.165, -2.106, -3.924], [-3.999, -2.187, -2.381]],
  "atomic_forces_ev_per_a": [[-0.1, 0.5, -0.4], [0.1, 0.1, -0.1], [-0.1, 0.0, 0.1], [0.0, 0.0, 0.0], [0.0, 0.0, 0.0], [-0.1, 0.0, 0.1], [0.0, -0.1, 0.1], [-0.1, 0.1, -0.1], [0.0, 0.2, -0.3], [-0.1, -0.2, 0.2], [0.0, -0.1, 0.1], [0.0, 0.1, 0.0], [0.0, 0.1, 0.0], [0.0, -0.2, 0.0], [0.0, 0.1, 0.0], [0.1, 0.0, -0.1], [0.0, 0.0, 0.3], [0.1, 0.0, 0.1], [-0.1, 0.0, -0.1], [-0.1, 0.0, 0.0], [0.1, 0.0, 0.0], [0.0, 0.0, -0.1], [0.0, -0.1, 0.0], [0.0, 0.0, 0.0], [0.0, 0.0, 0.0], [0.0, 0.0, 0.0], [0.0, 0.0, 0.0], [0.0, 0.0, 0.0], [0.0, 0.0, 0.0], [0.0, 0.0, 0.0], [0.0, 0.0, 0.0], [0.0, 0.0, 0.0], [0.0, 0.0, 0.0], [0.0, 0.0, 0.0], [0.0, 0.0, 0.0], [0.0, 0.0, 0.0], [0.0, 0.0, 0.0], [0.0, 0.0, 0.0], [0.0, 0.0, 0.0], [0.0, 0.0, 0.0], [0.0, 0.0, 0.0], [0.0, 0.1, 0.1], [-0.1, -0.1, 0.1], [0.0, 0.1, 0.0], [0.0, -0.2, 0.0], [0.1, 0.1, 0.0], [0.0, 0.0, -0.1], [0.1, -0.1, -0.1], [-0.2, 0.0, -0.2], [0.1, -0.1, 0.0], [0.0, 0.0, -0.1], [0.1, 0.2, 0.1], [0.1, -0.2, 0.3], [0.4, 0.1, -0.7], [0.4, 1.2, 2.6], [-0.4, -0.6, -0.2], [-0.3, -0.8, -1.3], [-0.1, 0.1, -0.1], [0.0, 0.1, 0.1], [0.0, 0.0, 0.0], [0.0, 0.0, 0.0], [0.0, 0.0, 0.0], [0.0, 0.0, 0.0], [0.0, 0.0, 0.0], [0.0, 0.0, 0.0], [-0.2, 0.1, -0.1], [0.0, 0.0, 0.0], [0.0, 0.0, 0.0], [0.0, 0.0, 0.0], [0.1, -0.1, 0.0], [0.0, 0.0, 0.0], [0.0, 0.0, 0.0], [0.0, 0.0, 0.0], [0.0, 0.0, 0.0], [0.0, 0.1, 0.0], [0.0, 0.0, 0.0], [-0.1, 0.0, -0.1], [0.0, 0.1, 0.1], [0.1, 0.1, -0.1], [-0.1, 0.0, 0.0], [0.0, -0.2, 0.0], [0.0, 0.1, 0.0], [0.1, 0.0, 0.0], [0.0, 0.0, 0.0], [0.0, 0.0, 0.0], [0.0, 0.0, 0.0], [0.0, 0.0, 0.0], [0.0, 0.0, 0.0], [0.0, 0.0, 0.0], [0.0, 0.0, 0.0], [0.0, 0.0, 0.0], [0.0, 0.0, 0.0], [0.0, 0.0, 0.0], [0.0, -0.1, 0.0], [0.0, 0.0, 0.0], [0.0, 0.0, 0.0]],
  "total_charge": 3,
  "homo_energy_ha": [-0.549, -0.551],
  "relative_energy_kj_mol": 101.2,
  "e_tot_ha": -2800.0438,
  "largest_force_ev_per_a": 2.85,
  "homo_lumo_gap_ha": [0.14368, 0.19038]
}

=====

4.
{
  "formula": "C41H38IrN4O3P2S2",
  "method": "ωB97M-V with the def2-TZVPD basis set",
  "species": ["Ir", "C", "P", "C", "C", "C", "C", "C", "C", "C", "C", "C", "C", "C", "C", "C", "C", "C", "C", "C", "P", "C", "C", "C", "C", "C", "C", "C", "C", "C", "C", "C", "C", "N", "H", "H", "H", "H", "H", "H", "H", "H", "H", "H", "H", "H", "H", "H", "H", "H", "H", "H", "H", "H", "H", "H", "H", "H", "H", "H", "O", "C", "N", "S", "O", "O", "C", "C", "C", "C", "C", "C", "H", "H", "H", "H", "S", "C", "N", "C", "C", "C", "N", "H", "H", "H", "H", "H", "H", "H", "H"],
  "coordinates": [[-0.496, 0.004, -0.778], [-0.679, 2.551, 1.397], [-1.446, 2.243, -0.272], [-2.877, 3.352, -0.229], [-2.835, 4.607, -0.832], [-3.879, 5.492, -0.617], [-4.959, 5.126, 0.175], [-5.006, 3.867, 0.760], [-3.968, 2.975, 0.557], [-0.360, 2.830, -1.587], [1.021, 2.983, -1.446], [1.802, 3.306, -2.542], [1.214, 3.452, -3.791], [-0.158, 3.276, -3.949], [-0.944, 2.964, -2.859], [-0.720, 1.256, 2.099], [-1.050, 0.895, 3.397], [-1.048, -0.510, 3.445], [-0.722, -0.962, 2.177], [-0.635, -2.307, 1.582], [-1.433, -2.167, -0.085], [-0.843, -3.546, -1.059], [0.534, -3.661, -1.272], [1.016, -4.605, -2.158], [0.131, -5.432, -2.840], [-1.236, -5.315, -2.634], [-1.731, -4.364, -1.759], [-3.185, -2.346, 0.291], [-4.016, -1.236, 0.146], [-5.354, -1.329, 0.493], [-5.861, -2.526, 0.976], [-5.029, -3.629, 1.124], [-3.689, -3.546, 0.789], [-0.509, 0.121, 1.378], [0.343, 2.895, 1.206], [-1.221, 3.331, 1.925], [-1.995, 4.900, -1.446], [-3.844, 6.474, -1.068], [-5.768, 5.825, 0.339], [-5.848, 3.585, 1.377], [-3.996, 1.992, 1.015], [1.479, 2.862, -0.478], [2.868, 3.438, -2.427], [1.829, 3.699, -4.646], [-0.611, 3.388, -4.925], [-2.010, 2.816, -2.978], [-1.275, 1.573, 4.206], [-1.264, -1.128, 4.303], [0.397, -2.619, 1.385], [-1.129, -3.063, 2.189], [1.223, -2.994, -0.763], [2.081, -4.690, -2.331], [0.510, -6.160, -3.544], [-1.923, -5.952, -3.175], [-2.798, -4.248, -1.628], [-3.605, -0.316, -0.253], [-6.004, -0.471, 0.381], [-6.909, -2.603, 1.233], [-5.428, -4.560, 1.503], [-3.043, -4.408, 0.911], [2.601, 0.179, -2.892], [1.520, -0.148, -3.317], [0.475, -0.689, -2.586], [-0.912, -0.742, -3.468], [-1.483, -2.048, -3.503], [-1.739, 0.285, -2.816], [-0.206, -0.210, -4.998], [-0.759, -0.049, -6.251], [0.090, 0.344, -7.280], [1.446, 0.549, -7.048], [1.985, 0.388, -5.777], [1.138, 0.013, -4.751], [-1.811, -0.228, -6.429], [-0.317, 0.485, -8.272], [2.090, 0.843, -7.865], [3.037, 0.545, -5.576], [2.155, -0.230, -0.038], [2.377, 0.282, 1.614], [2.733, 1.532, 1.883], [3.046, 2.019, 3.229], [2.284, 1.198, 4.257], [2.522, -0.282, 4.006], [2.247, -0.586, 2.602], [2.989, 2.107, 1.100], [2.758, 3.069, 3.286], [4.123, 1.956, 3.405], [1.218, 1.408, 4.178], [2.617, 1.462, 5.258], [1.857, -0.888, 4.620], [3.552, -0.556, 4.246], [2.022, -1.534, 2.350]],
  "atomic_forces_ev_per_a": [[0.8, 0.6, 2.9], [0.2, -0.2, -0.6], [1.3, 0.3, 0.3], [-0.5, -0.9, -0.2], [0.2, 0.0, -0.1], [0.0, 0.0, 0.1], [0.0, 0.0, 0.0], [0.0, 0.0, 0.0], [0.0, -0.1, 0.0], [-0.3, -0.5, 0.0], [0.0, 0.0, 0.1], [0.0, 0.0, -0.1], [0.1, 0.0, 0.1], [-0.1, 0.1, 0.0], [0.0, 0.1, -0.1], [-0.3, -0.1, 0.8], [0.0, 0.5, -0.5], [0.1, -0.5, -0.3], [-0.3, 0.2, 0.8], [0.3, 0.1, -0.7], [0.6, 0.2, 0.6], [-0.1, 0.3, -0.3], [0.0, 0.0, 0.2], [0.0, -0.1, 0.0], [0.0, 0.1, 0.1], [0.0, -0.1, 0.0], [0.0, 0.0, 0.1], [0.0, 0.7, -0.4], [0.1, -0.1, 0.0], [-0.1, 0.0, 0.0], [0.1, 0.0, 0.0], [0.0, -0.1, 0.0], [0.1, 0.0, 0.0], [-0.5, -0.3, -2.1], [0.0, 0.0, 0.1], [-0.1, 0.0, -0.1], [0.0, 0.0, 0.0], [0.0, 0.0, 0.0], [0.0, 0.0, 0.0], [0.0, 0.0, 0.0], [0.0, 0.0, 0.0], [0.1, 0.0, 0.0], [0.0, 0.0, 0.0], [0.0, 0.0, 0.0], [0.0, 0.0, 0.0], [0.0, 0.0, -0.1], [0.0, 0.0, 0.0], [0.0, 0.0, 0.0], [0.0, -0.1, 0.1], [-0.1, -0.1, -0.1], [0.0, 0.0, -0.1], [0.0, 0.0, 0.0], [0.0, 0.0, 0.0], [0.0, 0.0, 0.0], [0.0, 0.0, -0.1], [-0.1, 0.0, 0.0], [0.0, 0.0, 0.0], [0.0, 0.0, 0.0], [0.0, 0.0, 0.0], [0.0, 0.0, 0.0], [-0.3, -0.2, 0.1], [1.1, 0.5, -0.2], [-1.5, 0.0, 0.7], [0.5, -0.6, -0.5], [-0.1, 0.1, -0.4], [-0.4, 0.1, 0.1], [0.1, 0.0, 0.3], [-0.4, -0.1, 0.0], [-0.1, 0.0, 0.1], [0.1, 0.0, 0.1], [0.0, 0.0, 0.0], [-0.2, -0.1, 0.0], [0.0, 0.0, 0.0], [0.0, 0.0, 0.0], [0.0, 0.0, 0.0], [0.0, 0.0, 0.0], [-0.4, 0.2, -0.3], [-0.3, -0.3, 0.1], [0.1, 0.1, 0.1], [0.0, 0.0, 0.2], [0.0, 0.0, -0.1], [0.0, 0.1, 0.2], [0.2, 0.1, 0.0], [0.0, 0.0, -0.2], [0.0, 0.0, 0.0], [0.0, 0.0, -0.1], [0.1, 0.0, 0.0], [0.0, 0.0, 0.0], [0.0, 0.0, 0.0], [0.0, 0.0, 0.0], [0.0, 0.1, -0.1]],
  "total_charge": 2,
  "homo_energy_ha": [-0.473, -0.473],
  "e_tot_ha": -3612.8259,
  "largest_force_ev_per_a": 3.04,
  "homo_lumo_gap_ha": [0.19107, 0.19906],
  "s2": 0.783,
  "spin_multiplicity": 2
}

=====

What is the formula in the fourth record? C41H38IrN4O3P2S2